(a)
C6H12N2O | ωB97M-V with the def2-TZVPD basis set

```
! RIJCOSX wB97M-V def2-TZVPD def2/J DEFGRID3
* xyz 0 1
O -2.43 0.75 -0.23
N 0.44 0.52 0.44
N -0.25 1.74 0.23
C -1.94 -0.54 -0.80
C 1.82 0.51 0.38
C -1.18 -1.29 0.23
C 2.42 0.04 -0.94
C -0.28 -0.44 1.25
C -1.52 1.74 -0.04
H -2.04 2.75 0.08
H -1.31 -0.38 -1.67
H 3.45 -0.34 -0.70
H 2.33 0.85 -1.69
H 2.26 1.50 0.54
H 0.34 -1.16 1.65
H 2.13 -0.22 1.13
H -2.78 -1.15 -1.19
H -0.88 0.02 1.99
H 1.88 -0.90 -1.40
H -0.67 -2.16 -0.22
H -1.78 -1.83 0.96
*
```

The value obtained for the LUMO energy is 1.0 eV. As for the orbital gap: 8.538 eV. The structure (SMILES) is CCN1CCCOC=N1.

Charges per atom according to Löwdin partitioning, unit e: atom 1 (O): -0.074, atom 2 (N): -0.213, atom 3 (N): 0.099, atom 4 (C): -0.156, atom 5 (C): -0.296, atom 6 (C): -0.165, atom 7 (C): -0.104, atom 8 (C): -0.118, atom 9 (C): -0.232, atom 10 (H): 0.140, atom 11 (H): 0.116, atom 12 (H): 0.076, atom 13 (H): 0.068, atom 14 (H): 0.116, atom 15 (H): 0.086, atom 16 (H): 0.108, atom 17 (H): 0.130, atom 18 (H): 0.108, atom 19 (H): 0.096, atom 20 (H): 0.117, atom 21 (H): 0.099

***

(b)
C6H12N2O | ωB97M-V with the def2-TZVPD basis set

```
! RIJCOSX wB97M-V def2-TZVPD def2/J DEFGRID3
* xyz 0 1
O -1.45 1.28 0.93
N -0.60 1.13 -1.62
N -1.61 -1.35 -0.25
C -0.25 -2.10 1.64
C 0.57 0.75 -0.98
C -0.46 -1.20 0.46
C -0.35 0.77 1.16
C 1.85 1.41 -1.39
C 0.53 -0.18 0.10
H 1.76 2.50 -1.42
H -1.71 -0.76 -1.07
H 2.67 1.16 -0.71
H 0.27 1.03 2.03
H -1.32 1.38 -0.91
H -0.16 -3.14 1.31
H 1.50 -0.37 0.53
H -2.47 -1.42 0.29
H 2.16 1.08 -2.39
H -1.10 -2.04 2.34
H -0.47 1.91 -2.25
H 0.65 -1.84 2.19
*
```

The value obtained for the LUMO energy is 0.9 eV. As for the orbital gap: 6.789 eV.

Charges per atom according to Löwdin partitioning, unit e: atom 1 (O): -0.087, atom 2 (N): 0.089, atom 3 (N): 0.133, atom 4 (C): -0.048, atom 5 (C): -0.337, atom 6 (C): -0.371, atom 7 (C): -0.220, atom 8 (C): -0.051, atom 9 (C): -0.210, atom 10 (H): 0.080, atom 11 (H): 0.078, atom 12 (H): 0.077, atom 13 (H): 0.127, atom 14 (H): 0.074, atom 15 (H): 0.082, atom 16 (H): 0.140, atom 17 (H): 0.106, atom 18 (H): 0.083, atom 19 (H): 0.084, atom 20 (H): 0.091, atom 21 (H): 0.081

***

Least stable: (b)

***

(a)
C6H12N2O | ωB97M-V with the def2-TZVPD basis set

```
! RIJCOSX wB97M-V def2-TZVPD def2/J DEFGRID3
* xyz 0 1
O -1.75 -0.88 -1.37
N -0.76 1.86 -1.89
N 0.21 -0.45 1.86
C 1.30 -0.12 1.31
C 0.81 0.06 -1.14
C -2.89 -0.87 -0.53
C 2.38 0.50 2.15
C -0.29 1.13 -0.98
C 1.61 -0.29 -0.12
H 2.56 -0.77 -0.33
H 3.29 -0.09 2.09
H -0.50 1.41 0.05
H 2.05 0.56 3.18
H -0.61 1.52 -2.84
H 1.20 0.01 -2.15
H 2.60 1.50 1.78
H -0.48 -0.83 1.21
H -3.14 0.19 -0.40
H -1.17 -1.71 -1.33
H -3.72 -1.39 -1.00
H -2.70 -1.32 0.45
*
```

The value obtained for the LUMO energy is 0.5 eV. As for the orbital gap: 10.048 eV. The structure (SMILES) is [H]\N=C/C=C\C(C)=N/[H].CO.

Charges per atom according to Löwdin partitioning, unit e: atom 1 (O): -0.187, atom 2 (N): 0.094, atom 3 (N): 0.159, atom 4 (C): -0.456, atom 5 (C): -0.072, atom 6 (C): -0.153, atom 7 (C): -0.047, atom 8 (C): -0.278, atom 9 (C): -0.065, atom 10 (H): 0.110, atom 11 (H): 0.079, atom 12 (H): 0.101, atom 13 (H): 0.077, atom 14 (H): 0.050, atom 15 (H): 0.103, atom 16 (H): 0.085, atom 17 (H): 0.036, atom 18 (H): 0.085, atom 19 (H): 0.127, atom 20 (H): 0.077, atom 21 (H): 0.075

***

(b)
C6H12N2O | ωB97M-V with the def2-TZVPD basis set

```
! RIJCOSX wB97M-V def2-TZVPD def2/J DEFGRID3
* xyz 0 1
O -1.65 -1.87 1.93
N -1.40 1.03 0.25
N 2.10 1.54 -0.03
C -0.59 0.09 1.07
C 0.67 0.19 -1.55
C 0.90 1.50 -0.91
C 0.04 1.28 0.30
C -1.64 -2.25 0.61
C -0.36 -1.41 1.23
H -1.71 0.45 -0.51
H 0.61 -2.05 1.54
H 1.24 0.11 -2.59
H -0.70 0.66 2.10
H 0.89 -0.81 -0.94
H 0.48 2.40 -1.62
H 2.01 0.42 0.32
H -2.06 -1.73 -0.19
H 2.78 1.47 -0.74
H 0.02 2.08 0.99
H -1.31 -3.38 0.57
H -0.29 0.26 -1.85
*
```

The value obtained for the LUMO energy is 0.8 eV. As for the orbital gap: 9.797 eV. The structure (SMILES) is C[C@H](N)[C@H]1N[C@H]1[C@@H]1CO1.

Charges per atom according to Löwdin partitioning, unit e: atom 1 (O): -0.114, atom 2 (N): 0.049, atom 3 (N): 0.027, atom 4 (C): -0.225, atom 5 (C): -0.118, atom 6 (C): -0.413, atom 7 (C): -0.348, atom 8 (C): -0.129, atom 9 (C): -0.129, atom 10 (H): 0.060, atom 11 (H): 0.177, atom 12 (H): 0.120, atom 13 (H): 0.164, atom 14 (H): 0.132, atom 15 (H): 0.212, atom 16 (H): 0.164, atom 17 (H): 0.072, atom 18 (H): 0.031, atom 19 (H): 0.113, atom 20 (H): 0.137, atom 21 (H): 0.019

***

(c)
C6H12N2O | ωB97M-V with the def2-TZVPD basis set

```
! RIJCOSX wB97M-V def2-TZVPD def2/J DEFGRID3
* xyz 0 1
O -1.88 0.24 -1.82
N 0.68 -1.73 1.46
N -1.00 0.15 -0.96
C 1.53 1.30 -1.09
C -0.80 -0.96 -0.23
C 0.27 -0.77 0.63
C -0.07 2.19 0.68
C -1.62 -2.21 -0.38
C 0.88 1.10 0.26
H -2.13 -2.47 0.56
H -0.82 2.39 -0.09
H 2.23 2.14 -1.03
H -2.37 -2.04 -1.15
H 1.45 -1.57 2.08
H 1.64 0.97 1.01
H 0.22 -2.63 1.52
H 2.09 0.42 -1.39
H -0.59 1.94 1.61
H 0.79 1.53 -1.86
H 0.50 3.11 0.86
H -1.01 -3.06 -0.67
*
```

The value obtained for the LUMO energy is 0.6 eV. As for the orbital gap: 8.208 eV.

Charges per atom according to Löwdin partitioning, unit e: atom 1 (O): -0.053, atom 2 (N): 0.131, atom 3 (N): -0.130, atom 4 (C): -0.099, atom 5 (C): -0.343, atom 6 (C): -0.080, atom 7 (C): -0.099, atom 8 (C): -0.045, atom 9 (C): -0.268, atom 10 (H): 0.076, atom 11 (H): 0.073, atom 12 (H): 0.083, atom 13 (H): 0.067, atom 14 (H): 0.103, atom 15 (H): 0.088, atom 16 (H): 0.107, atom 17 (H): 0.078, atom 18 (H): 0.079, atom 19 (H): 0.073, atom 20 (H): 0.082, atom 21 (H): 0.075

***

Least stable: (b)

***

(a)
C6H12N2O | ωB97M-V with the def2-TZVPD basis set

```
! RIJCOSX wB97M-V def2-TZVPD def2/J DEFGRID3
* xyz 0 1
O -1.07 1.82 -1.97
N -0.75 -0.59 0.54
N -2.73 0.54 -0.22
C -1.38 0.18 -0.38
C -0.53 0.76 -1.29
C 1.73 -1.21 -0.75
C -1.26 -0.97 1.65
C 1.35 0.16 -0.27
C 1.71 0.52 1.14
H -0.67 -1.62 2.29
H -2.19 -0.56 2.05
H -3.32 -0.24 0.05
H -3.07 1.04 -1.03
H 2.82 -1.25 -0.88
H -0.48 2.05 -2.69
H 1.42 -0.24 1.85
H 1.26 1.47 1.44
H 1.44 -1.98 -0.03
H 1.25 -1.44 -1.70
H 1.67 0.93 -0.96
H 2.80 0.63 1.19
*
```

The value obtained for the LUMO energy is 0.6 eV. As for the orbital gap: 7.808 eV.

Charges per atom according to Löwdin partitioning, unit e: atom 1 (O): -0.003, atom 2 (N): -0.036, atom 3 (N): 0.112, atom 4 (C): -0.434, atom 5 (C): -0.073, atom 6 (C): -0.111, atom 7 (C): -0.021, atom 8 (C): -0.240, atom 9 (C): -0.105, atom 10 (H): 0.060, atom 11 (H): 0.064, atom 12 (H): 0.078, atom 13 (H): 0.079, atom 14 (H): 0.081, atom 15 (H): 0.094, atom 16 (H): 0.059, atom 17 (H): 0.083, atom 18 (H): 0.072, atom 19 (H): 0.074, atom 20 (H): 0.076, atom 21 (H): 0.088

***

(b)
C6H12N2O | ωB97M-V with the def2-TZVPD basis set

```
! RIJCOSX wB97M-V def2-TZVPD def2/J DEFGRID3
* xyz 0 1
O -1.10 -1.19 0.30
N -1.30 -1.79 -0.94
N -0.45 -1.04 -1.72
C -0.05 -0.41 -0.21
C 0.85 0.64 0.44
C 1.87 -0.15 1.34
C -0.06 1.56 1.20
C 1.55 1.40 -0.66
C -2.72 -1.91 -1.32
H 1.83 2.34 -0.26
H -2.64 -1.69 -2.46
H -0.62 0.94 1.91
H -3.30 -1.23 -0.81
H -3.07 -3.00 -1.35
H 1.32 -0.81 1.98
H 0.52 2.21 1.81
H -0.75 2.07 0.62
H 0.81 1.46 -1.44
H 2.37 0.79 -1.09
H 2.43 0.47 2.01
H 2.50 -0.68 0.65
*
```

The value obtained for the LUMO energy (alpha / beta) is 0.8 / 0.8 eV. As for the orbital gap (alpha / beta): 8.641 / 8.640 eV. The structure (SMILES) is Cn1nc(C(C)(C)C)o1.

Charges per atom according to Löwdin partitioning, unit e: atom 1 (O): -0.015, atom 2 (N): -0.319, atom 3 (N): 0.128, atom 4 (C): -0.074, atom 5 (C): -0.564, atom 6 (C): -0.013, atom 7 (C): -0.045, atom 8 (C): -0.040, atom 9 (C): -0.038, atom 10 (H): 0.075, atom 11 (H): 0.110, atom 12 (H): 0.096, atom 13 (H): 0.046, atom 14 (H): 0.098, atom 15 (H): 0.073, atom 16 (H): 0.081, atom 17 (H): 0.072, atom 18 (H): 0.077, atom 19 (H): 0.102, atom 20 (H): 0.071, atom 21 (H): 0.079

***

Least stable: (b)